No. 1
This record from OMol25 describes the molecule C9H9F3O2S. The level of theory is ωB97M-V with the def2-TZVPD basis set.

Each line ends with the Löwdin charge.
Atoms and positions in Å:
1 C -3.2423 -1.9816 0.4334  -0.040
2 C -2.3293 -0.7928 0.0432  -0.261
3 C -2.7260 0.5289 0.3004  -0.030
4 C -1.7837 1.4945 0.0696  0.022
5 C -0.5603 1.2079 -0.6584  -0.281
6 O 0.2641 2.2830 -0.9584  -0.012
7 C 1.4354 2.2166 -0.0979  -0.093
8 O 2.5982 1.1222 -0.1614  -0.550
9 S 4.2422 0.9142 0.5523  1.030
10 C 4.0936 -0.8809 0.2725  -0.959
11 F 5.0797 -1.4575 0.9105  0.106
12 F 3.0370 -1.5094 0.7730  0.110
13 F 4.1042 -1.2236 -1.0101  0.111
14 C -0.2634 -0.0839 -0.9370  -0.036
15 C -1.1322 -1.0740 -0.5769  -0.053
16 H -3.4623 -1.7853 1.5361  0.101
17 H -4.1656 -1.8421 -0.1099  0.068
18 H -2.7910 -2.9420 0.2488  0.064
19 H -3.6685 0.6043 0.6226  0.074
20 H -1.7607 2.5512 0.3439  0.120
21 H 1.1736 2.0560 0.9779  0.143
22 H 2.0721 3.0875 -0.2582  0.119
23 H 0.4571 -0.4058 -1.6213  0.112
24 H -0.6718 -2.0872 -0.6945  0.135

The value obtained for the HOMO energy is -9.0 eV. The LUMO energy comes out at -0.58 eV. The spin multiplicity is 1. As for the structure (SMILES): Cc1ccc(OCOSC(F)(F)F)cc1.

No. 2
This record from OMol25 describes a cluster of 2 separate species, C9H21NS in total. The level of theory is ωB97M-V with the def2-TZVPD basis set.

Each line ends with the Löwdin charge.
Atoms and positions in Å:
1 C -1.5394 1.4211 1.3900  -0.090
2 C -0.5794 1.9305 -0.9740  -0.068
3 C -2.6810 0.7012 -0.6730  -0.080
4 C 1.9523 -1.4559 0.9329  -0.140
5 C 1.7361 -0.7298 -1.5102  -0.055
6 C 2.0856 0.9604 0.5761  -0.050
7 C -1.3331 -2.9558 -0.0704  -0.310
8 C -1.2990 0.9395 -0.0713  -0.679
9 C 1.7712 -0.4255 -0.0164  -0.330
10 N -0.5964 -0.4208 -0.1738  -0.359
11 S -1.0365 -1.4603 0.9837  0.862
12 H -0.7142 1.8269 1.9677  0.064
13 H -2.2236 2.3302 1.2489  0.090
14 H -2.2776 0.6809 1.8055  0.062
15 H -0.7253 3.0313 -1.0031  0.095
16 H -0.7497 1.5267 -1.9962  0.083
17 H 0.5290 1.9681 -0.8560  0.040
18 H -2.9880 -0.2245 -0.2757  0.036
19 H -3.3440 1.6114 -0.3746  0.119
20 H -2.6368 0.6411 -1.7475  0.069
21 H 2.1052 -2.3777 0.4365  0.073
22 H 2.6414 -1.3296 1.7845  0.104
23 H 0.9405 -1.7157 1.4087  0.006
24 H 2.7426 -0.8363 -1.8652  0.073
25 H 1.2524 0.1653 -1.9689  0.075
26 H 1.1545 -1.6641 -1.5146  0.077
27 H 2.9327 0.8379 1.2648  0.086
28 H 2.2639 1.7224 -0.1754  0.073
29 H 1.3204 1.3086 1.1587  0.027
30 H -0.5940 -3.6364 -0.3062  -0.002
31 H -1.6624 -2.6383 -0.9964  0.003
32 H -2.1172 -3.5776 0.4251  0.046

The value obtained for the HOMO energy (spin up / spin down) is -7.1 / -7.1 eV. The LUMO energy (spin up / spin down) comes out at 0.74 / 0.74 eV. The spin multiplicity is 1.

No. 3
This record from OMol25 describes the molecule C5H8. The level of theory is ωB97M-V with the def2-TZVPD basis set.

Each line ends with the Löwdin charge.
Atoms and positions in Å:
1 C 2.2863 0.2525 -0.5186  -0.107
2 C 1.2558 -0.5988 0.0745  -0.109
3 C 0.1769 -0.9858 0.4518  -0.071
4 C -1.2748 -0.8448 0.6464  -0.241
5 C -1.6155 0.5294 -0.0002  -0.093
6 H 1.7517 1.1339 -0.9035  0.077
7 H 3.0188 0.6045 0.2119  0.073
8 H 2.8096 -0.2191 -1.3542  0.073
9 H -1.8345 -1.6618 0.1755  0.101
10 H -1.5435 -0.8583 1.7101  0.101
11 H -0.6807 1.0363 -0.2610  0.056
12 H -2.1527 1.1853 0.6894  0.068
13 H -2.1974 0.4267 -0.9220  0.072

The value obtained for the HOMO energy is -9.2 eV. The LUMO energy comes out at 1.09 eV. The spin multiplicity is 1. As for the structure (SMILES): CC#CCC.

No. 4
This record from OMol25 describes a cluster of 14 separate species, C36H100O14 in total. The level of theory is ωB97M-V with the def2-TZVPD basis set.

Each line ends with the Löwdin charge.
Atoms and positions in Å:
1 O 1.7453 -6.3404 0.8514  -0.055
2 H 1.2319 -7.0254 1.2796  0.027
3 H 2.0977 -6.7597 0.0664  0.026
4 O -3.9447 -0.1532 4.9081  -0.053
5 H -3.0075 -0.1217 5.1003  0.024
6 H -4.3494 -0.4258 5.7316  0.024
7 C 1.3133 0.8596 -1.3995  -0.084
8 C 0.2037 0.6793 -0.4622  -0.515
9 C -0.2932 -0.7750 -0.3536  -0.045
10 O 0.3576 1.1765 0.8629  -0.044
11 H 1.9059 1.7685 -1.2956  0.081
12 H 1.0620 0.9065 -2.4591  0.085
13 H 2.0955 0.1182 -1.2365  0.079
14 H -0.5216 1.4064 -0.8274  0.133
15 H -0.6821 -1.1537 -1.2988  0.082
16 H -0.9779 -0.9942 0.4657  0.078
17 H 0.5408 -1.3818 -0.0008  0.076
18 H 0.6360 0.4139 1.3753  0.074
19 C -1.5573 6.9779 -0.3266  -0.059
20 C -1.5514 7.1214 1.2112  -0.458
21 C -0.1416 7.2179 1.9295  -0.041
22 O -2.4148 8.2146 1.5475  -0.067
23 H -1.0348 6.0639 -0.6088  0.072
24 H -1.1111 7.8441 -0.8153  0.076
25 H -2.5811 6.8319 -0.6710  0.073
26 H -2.1284 6.2712 1.5749  0.122
27 H -0.2467 7.3976 2.9994  0.066
28 H 0.4458 7.9962 1.4424  0.069
29 H 0.5143 6.3474 1.9191  0.064
30 H -3.0214 7.8521 2.1973  0.082
31 C -7.6969 4.2694 0.5238  -0.035
32 C -7.1322 2.9206 1.1709  -0.468
33 C -6.5902 2.0414 0.1240  -0.100
34 O -6.0229 3.2045 2.0382  -0.064
35 H -8.0455 4.8936 1.3466  0.069
36 H -8.5087 4.1895 -0.1992  0.068
37 H -6.9729 4.7126 -0.1598  0.071
38 H -7.8915 2.3712 1.7274  0.130
39 H -7.2658 1.5679 -0.5883  0.085
40 H -6.0326 1.2577 0.6368  0.076
41 H -5.7697 2.4922 -0.4343  0.085
42 H -5.6563 2.4402 2.4887  0.083
43 C -4.7821 -6.1043 -1.2388  -0.060
44 C -3.5222 -6.7142 -1.8736  -0.516
45 C -3.1800 -8.0755 -1.1616  -0.053
46 O -3.6833 -7.0238 -3.1897  -0.038
47 H -5.5483 -6.8703 -1.1187  0.075
48 H -5.1689 -5.2264 -1.7563  0.076
49 H -4.5364 -5.7751 -0.2292  0.074
50 H -2.7057 -6.0100 -1.7136  0.135
51 H -3.9527 -8.7924 -1.4394  0.073
52 H -3.0610 -8.0068 -0.0803  0.073
53 H -2.2303 -8.4741 -1.5184  0.071
54 H -4.2537 -7.7911 -3.2762  0.092
55 C 3.9778 -6.9007 -5.5129  -0.051
56 C 3.1657 -6.1411 -4.4703  -0.517
57 C 2.3530 -5.1335 -5.1362  -0.100
58 O 2.3859 -7.0720 -3.6973  -0.053
59 H 3.2420 -7.5028 -6.0461  0.085
60 H 4.7731 -7.4998 -5.0695  0.078
61 H 4.4988 -6.1718 -6.1336  0.080
62 H 3.7460 -5.5615 -3.7524  0.141
63 H 1.5630 -4.7166 -4.5116  0.085
64 H 1.7322 -5.4716 -5.9659  0.085
65 H 2.9421 -4.2796 -5.4706  0.089
66 H 1.7973 -7.5360 -4.2972  0.080
67 C -3.5041 -4.6407 6.9088  -0.034
68 C -2.6313 -5.2108 5.7537  -0.467
69 C -1.2183 -5.7858 6.0735  -0.048
70 O -3.2227 -6.3535 5.2207  -0.087
71 H -3.8212 -3.6004 6.8361  0.064
72 H -2.9101 -4.8120 7.8066  0.069
73 H -4.3904 -5.2608 7.0429  0.072
74 H -2.6563 -4.5212 4.9100  0.126
75 H -1.1909 -6.4750 6.9175  0.078
76 H -0.5509 -4.9442 6.2589  0.067
77 H -0.7015 -6.3230 5.2782  0.072
78 H -4.1211 -6.2396 4.9021  0.089
79 C -0.8995 5.3209 -7.8051  -0.064
80 C 0.0475 4.3407 -8.5461  -0.443
81 C -0.4587 2.8066 -8.5758  -0.036
82 O -0.1067 4.7912 -9.8626  -0.083
83 H -0.8649 6.3879 -8.0250  0.074
84 H -0.8583 5.3581 -6.7165  0.066
85 H -1.8972 4.9538 -8.0457  0.072
86 H 1.0952 4.4419 -8.2630  0.124
87 H 0.1697 2.0534 -9.0511  0.064
88 H -1.4373 2.9399 -9.0369  0.071
89 H -0.4658 2.3270 -7.5971  0.062
90 H 0.6388 5.1811 -10.3251  0.094
91 C -6.1874 -1.3045 -6.8388  -0.042
92 C -5.3569 -2.6285 -7.1454  -0.469
93 C -3.8755 -2.3091 -7.1469  -0.076
94 O -5.7285 -3.5699 -6.1505  -0.061
95 H -7.2518 -1.3443 -7.0702  0.069
96 H -5.7521 -0.4384 -7.3373  0.063
97 H -6.0816 -1.0215 -5.7915  0.073
98 H -5.6107 -3.1017 -8.0940  0.124
99 H -3.6567 -1.9842 -6.1298  0.083
100 H -3.6546 -1.4994 -7.8424  0.077
101 H -3.1554 -3.0933 -7.3806  0.076
102 H -4.9749 -4.1078 -5.8968  0.081
103 C 6.2360 2.5721 3.6615  -0.052
104 C 6.4868 3.8559 4.4697  -0.494
105 C 5.1886 4.6081 4.7278  -0.061
106 O 7.1439 3.6482 5.6984  -0.049
107 H 6.4632 2.6932 2.6024  0.076
108 H 5.2604 2.1004 3.7787  0.072
109 H 6.9048 1.8376 4.1101  0.066
110 H 7.1527 4.4696 3.8630  0.128
111 H 4.2776 4.1535 5.1170  0.081
112 H 4.9335 5.3656 3.9867  0.077
113 H 5.4751 5.3344 5.4884  0.071
114 H 7.9597 3.1541 5.5887  0.086
115 C 4.5048 6.3077 -4.5805  -0.075
116 C 4.7315 7.0275 -3.2628  -0.475
117 C 5.9064 6.4669 -2.3854  -0.032
118 O 4.9540 8.4260 -3.5415  -0.072
119 H 4.2246 5.2604 -4.4669  0.075
120 H 5.4806 6.2484 -5.0626  0.078
121 H 3.7915 6.7280 -5.2894  0.074
122 H 3.7913 7.0203 -2.7115  0.124
123 H 5.9451 7.2157 -1.5943  0.077
124 H 6.8183 6.2530 -2.9428  0.077
125 H 5.5099 5.5329 -1.9871  0.072
126 H 4.3027 8.7348 -4.1756  0.076
127 C -0.0124 1.6470 7.7181  -0.056
128 C 0.8110 0.3804 7.4329  -0.453
129 C 1.0019 -0.4810 8.7231  -0.064
130 O 0.2652 -0.4672 6.3869  -0.068
131 H 0.5445 2.3875 8.2923  0.078
132 H -0.9412 1.4408 8.2499  0.077
133 H -0.2211 2.1261 6.7615  0.075
134 H 1.8038 0.6919 7.1082  0.123
135 H 1.6251 -1.3625 8.5728  0.064
136 H 0.0745 -0.9856 8.9942  0.074
137 H 1.4423 0.0703 9.5539  0.075
138 H 0.8854 -1.1771 6.2050  0.077
139 C 6.1792 -2.9736 3.2396  -0.044
140 C 5.2378 -3.3531 4.4147  -0.513
141 C 5.4985 -2.5176 5.6055  -0.073
142 O 3.8989 -3.1503 4.0353  -0.062
143 H 7.2041 -2.7751 3.5530  0.071
144 H 5.8864 -2.0133 2.8151  0.083
145 H 6.1528 -3.8316 2.5680  0.077
146 H 5.1645 -4.4213 4.6184  0.136
147 H 6.5546 -2.5593 5.8720  0.077
148 H 5.2299 -3.0134 6.5383  0.076
149 H 5.1044 -1.5014 5.5935  0.090
150 H 3.8571 -3.3522 3.0977  0.081

The value obtained for the HOMO energy is -10.0 eV. The LUMO energy comes out at 0.09 eV. The spin multiplicity is 1.

Across the entries above, E takes the values -32557.7576, -21994.6069, -5312.4783, -67612.4915 eV, respectively.
Across the entries above, F_max takes the values 0.08596, 0.06370, 0.01115, 0.06070 Eh/bohr, respectively.